1.
54
Properties=species:S:1:pos:R:3:mulliken_spin:R:1 method="wB97M-V/def2-TZVPD" multiplicity=2 largest_force_ha_per_bohr=0.058 lumo_energy_ev="-8.238 / -8.810" total_charge=+2 energy_ha=-2914.724098 s_squared=0.816
Tc -0.3086 -1.4486 0.3712 0.34
S 1.7006 -0.7191 2.5808 -0.04
C 3.1572 -0.5034 1.7479 -0.01
C 4.2215 0.2404 2.3083 0.02
C 5.4369 0.3217 1.6613 -0.01
C 5.6318 -0.3598 0.4623 0.02
C 4.6051 -1.1163 -0.1066 0.00
C 3.3758 -1.1526 0.5139 0.01
S 2.0596 -2.1465 -0.1312 -0.03
C 2.1309 -1.8009 -1.9146 0.00
C 0.7849 -1.6121 -2.5590 0.01
C 0.7033 -1.6772 -3.9423 0.00
C -0.4784 -1.3391 -4.5695 0.01
C -1.5483 -0.9146 -3.7952 0.00
C -1.4170 -0.8823 -2.4226 0.02
C -2.5444 -0.3563 -1.5710 0.00
S -2.6568 -1.4455 -0.1346 0.00
C -3.3550 -0.5210 1.2003 0.04
C -4.5391 0.1860 1.0932 -0.02
C -5.1062 0.7198 2.2438 0.08
C -4.5217 0.4938 3.4833 -0.03
C -3.3505 -0.2415 3.5872 0.08
C -2.7341 -0.7348 2.4368 -0.01
S -1.1789 -1.5314 2.5675 0.56
N -0.2734 -1.2713 -1.8001 -0.02
H 4.0631 0.7294 3.2598 0.00
H 6.2450 0.8918 2.0963 0.00
H 6.5936 -0.3217 -0.0303 0.00
H 4.7884 -1.6665 -1.0198 0.00
H 2.6758 -2.5999 -2.4169 0.00
H 2.7081 -0.8816 -2.0380 0.00
H 1.5688 -1.9811 -4.5144 0.00
H -0.5653 -1.3913 -5.6461 0.00
H -2.4823 -0.6204 -4.2519 0.00
H -3.4773 -0.3761 -2.1309 0.00
H -2.3454 0.6618 -1.2321 0.00
H -5.0332 0.3083 0.1385 0.00
H -6.0232 1.2869 2.1714 0.00
H -4.9857 0.8879 4.3764 0.00
H -2.8933 -0.4178 4.5518 0.00
O -0.4896 -4.5239 0.4504 -0.01
C -0.4278 -3.3980 0.4248 -0.01
N 0.2541 6.1811 0.0235 0.00
C 0.1822 5.0387 0.0875 0.00
C 0.0814 3.6060 0.1646 0.00
C -0.6067 2.9961 1.2046 0.00
C -0.6862 1.6174 1.2297 0.01
N -0.1419 0.8261 0.2915 0.00
C 0.5394 1.4324 -0.6940 0.00
C 0.6772 2.7998 -0.7998 0.00
H -1.0676 3.5777 1.9893 0.00
H -1.1983 1.1275 2.0452 -0.01
H 1.0091 0.7934 -1.4281 0.00
H 1.2427 3.2284 -1.6142 0.00

2.
80
Properties=species:S:1:pos:R:3:mulliken_spin:R:1 method="wB97M-V/def2-TZVPD" multiplicity=5 largest_force_ha_per_bohr=0.051 lumo_energy_ev="2.585 / 2.586" total_charge=-1 energy_ha=-2961.967690 s_squared=6.004
Ho 0.3670 0.1541 -0.4455 4.08
C -3.1623 0.2862 1.8677 0.00
C -3.3630 1.6617 1.2159 0.00
C -2.1725 2.1479 0.3597 0.00
N -0.8999 1.7100 0.9014 -0.02
C -0.4955 2.1765 2.0704 0.00
C -1.0212 3.3560 2.6456 0.00
C -0.8881 3.9333 3.8883 0.00
C -0.3134 3.4148 5.0361 0.00
C 0.3512 2.1993 5.1275 0.00
C 0.7464 1.3439 4.1268 0.00
C 0.5754 1.3672 2.7136 0.00
N 1.2545 0.5855 1.9104 -0.01
C 2.3176 -0.2369 2.4499 0.00
C 3.1297 -0.8980 1.3308 0.01
C 2.4843 -2.1788 0.7815 0.00
N 1.0703 -1.9835 0.5482 -0.01
C 0.3353 -2.9979 0.1507 0.00
C 0.8669 -4.2094 -0.3606 0.00
C 0.2850 -5.4358 -0.5925 0.00
C -0.9572 -5.9014 -0.1827 0.00
C -1.9495 -5.1460 0.4257 0.00
C -2.0384 -3.7792 0.5404 0.00
C -1.1333 -2.7438 0.1792 0.00
N -1.5006 -1.5032 -0.0484 -0.01
C -2.9164 -1.2116 -0.2285 0.00
C -3.7026 -0.8887 1.0547 0.00
H -3.6787 0.2844 2.8351 0.00
H -2.1001 0.1152 2.0648 0.00
H -3.5421 2.3828 2.0158 0.00
H -4.2490 1.6456 0.5786 0.00
H -2.2463 3.2406 0.2537 0.00
H -2.2550 1.7409 -0.6506 0.00
H -1.6180 3.9418 1.9565 0.00
H -1.3652 4.9044 3.9939 0.00
H -0.4145 4.0080 5.9372 0.00
H 0.6431 1.9066 6.1327 0.00
H 1.2680 0.4668 4.4893 0.00
H 1.8977 -1.0294 3.0864 0.00
H 2.9980 0.3682 3.0694 0.00
H 4.1179 -1.1581 1.7187 0.00
H 3.2491 -0.1708 0.5233 0.00
H 2.6273 -2.9995 1.5076 0.00
H 3.0149 -2.4648 -0.1445 0.00
H 1.8959 -4.1205 -0.6932 0.00
H 0.9240 -6.1674 -1.0810 0.00
H -1.1653 -6.9539 -0.3288 0.00
H -2.8094 -5.7016 0.7909 0.00
H -2.9528 -3.4259 0.9947 0.00
H -3.4176 -2.0596 -0.7261 0.00
H -2.9829 -0.3505 -0.8990 0.00
H -3.7108 -1.7677 1.7064 0.00
H -4.7402 -0.6858 0.7668 0.00
O -0.9824 -2.1687 -3.0950 0.00
C 0.0085 -1.2654 -3.1406 0.00
O 0.9165 -1.2717 -2.3136 0.00
C 0.1728 -0.6560 -4.5355 0.00
O 0.4065 0.7278 -4.5204 0.00
C -0.7720 1.4963 -4.3934 0.00
C -1.6702 1.0405 -3.2230 0.00
O -2.8209 1.4388 -3.1476 0.00
O -1.0953 0.2663 -2.3818 -0.01
H -1.0401 -2.5490 -2.1975 0.00
H -0.7077 -0.9008 -5.1427 0.00
H 1.0697 -1.1050 -4.9746 0.00
H -1.3515 1.4931 -5.3290 0.00
H -0.4464 2.5178 -4.1786 0.00
C 3.5965 2.6771 -0.2548 0.00
Si 2.3973 1.7908 -1.5438 -0.01
C 2.1878 3.3134 -2.7661 0.00
C 3.7012 0.7924 -2.6349 0.00
H 4.2658 3.3912 -0.7291 0.00
H 4.2085 1.9676 0.2967 0.00
H 3.0094 3.2236 0.4798 0.00
H 3.1351 3.8232 -2.9342 0.00
H 1.4865 4.0506 -2.3810 0.00
H 1.8211 2.9821 -3.7334 0.00
H 4.6061 1.3608 -2.8464 0.00
H 3.2427 0.5334 -3.5870 0.00
H 3.9969 -0.1419 -2.1580 0.00

3.
87
Properties=species:S:1:pos:R:3:mulliken_charge:R:1 method="wB97M-V/def2-TZVPD" largest_force_ha_per_bohr=0.014 smiles="Cc1cc(C)cc(NC(=O)[C@@H]2[C@H]3C(=O)N(CCCN4CCCC4)[C@H](C(=O)N[C@H]4CCC[C@@H](C)[C@H]4C)[C@]34C=C[C@H]2O4)c1" lumo_energy_ev=0.437 energy_ha=-1805.126452
C 5.6633 0.1195 -6.2406 -1.62
C 5.4296 0.1998 -4.7621 0.79
C 6.3075 -0.4082 -3.8770 -0.67
C 6.1161 -0.3261 -2.5027 0.70
C 7.0821 -0.9894 -1.5674 -1.55
C 5.0272 0.3788 -2.0198 -0.87
C 4.1376 0.9957 -2.8964 0.65
N 3.0616 1.6934 -2.3342 0.02
C 2.0327 2.3302 -2.9471 0.21
O 1.8529 2.4222 -4.1417 -0.69
C 1.0986 2.9279 -1.9070 -0.38
C 0.4295 1.8658 -1.0257 -0.25
C 0.7481 1.9306 0.4568 0.24
O 1.8653 1.9553 0.9292 -0.77
N -0.4193 1.9863 1.1282 0.30
C -0.5095 2.1789 2.5551 -1.27
C -1.1650 1.0080 3.2851 -0.84
C -0.2693 -0.2327 3.2153 -1.46
N 0.9901 0.0310 3.8632 0.75
C 2.1613 -0.5773 3.2607 -0.49
C 3.2249 -0.3963 4.3347 -0.70
C 2.4448 -0.7064 5.6121 -0.68
C 1.0310 -0.1955 5.3008 -0.68
C -1.6011 1.9237 0.2895 -0.09
C -2.1421 0.4830 0.1622 -0.68
O -1.3881 -0.4643 0.1712 -0.66
N -3.4735 0.4384 -0.0260 0.27
C -4.3073 -0.7238 -0.3227 -0.85
C -3.5867 -1.7826 -1.1516 -0.54
C -4.5894 -2.8518 -1.5743 -0.94
C -5.2655 -3.4761 -0.3576 -0.73
C -5.9355 -2.4134 0.5161 0.22
C -6.6382 -3.0564 1.7093 -1.84
C -4.9275 -1.3326 0.9519 0.51
C -3.8751 -1.8444 1.9325 -1.08
C -1.0571 2.3190 -1.0759 1.25
C -1.5605 1.8778 -2.4308 -0.75
C -0.9661 2.7041 -3.2841 -0.88
C -0.1694 3.6707 -2.4337 -0.14
O -0.9437 3.7277 -1.2440 -0.70
C 4.3409 0.9044 -4.2666 -0.76
H 6.3644 0.8960 -6.5482 0.30
H 4.7352 0.2671 -6.7866 0.36
H 6.0885 -0.8436 -6.5146 0.39
H 7.1559 -0.9575 -4.2603 0.41
H 6.7469 -0.9056 -0.5370 0.33
H 7.1891 -2.0442 -1.8161 0.36
H 8.0651 -0.5269 -1.6510 0.33
H 4.8586 0.4531 -0.9542 0.41
H 3.0500 1.6959 -1.3192 -0.03
H 1.6630 3.6289 -1.2832 0.60
H 0.5684 0.8474 -1.3934 0.50
H -1.0636 3.1058 2.7482 0.37
H 0.5162 2.2815 2.9165 0.68
H -2.1421 0.7886 2.8493 0.32
H -1.3138 1.2918 4.3276 0.68
H -0.7981 -1.0915 3.6672 0.49
H -0.0847 -0.4704 2.1655 0.52
H 2.0139 -1.6492 3.0408 0.32
H 2.4006 -0.0557 2.3325 0.09
H 3.5610 0.6400 4.3405 0.28
H 4.0841 -1.0493 4.1944 0.39
H 2.4264 -1.7839 5.7831 0.28
H 2.8731 -0.2287 6.4915 0.33
H 0.2677 -0.9215 5.6212 0.28
H 0.8286 0.7496 5.8181 0.35
H -2.3570 2.6293 0.6477 0.82
H -3.9732 1.3119 0.0306 0.39
H -5.1352 -0.3338 -0.9318 0.48
H -2.7774 -2.2232 -0.5742 0.26
H -3.1461 -1.3146 -2.0343 0.33
H -4.0788 -3.6245 -2.1511 0.41
H -5.3490 -2.4018 -2.2194 0.36
H -4.5273 -4.0246 0.2283 0.27
H -6.0198 -4.1939 -0.6866 0.38
H -6.6990 -1.9128 -0.0931 0.51
H -5.9447 -3.6584 2.2899 0.33
H -7.4413 -3.7040 1.3648 0.48
H -7.0670 -2.2960 2.3583 0.42
H -5.4881 -0.5332 1.4549 0.53
H -4.3258 -2.0329 2.9034 0.56
H -3.0891 -1.1069 2.0628 -0.38
H -3.4112 -2.7606 1.5831 0.21
H -2.1716 1.0166 -2.6114 0.18
H -0.9698 2.7105 -4.3543 0.54
H 0.0120 4.6587 -2.8446 0.64
H 3.6494 1.3814 -4.9405 0.62